The following is a DFT calculation (wB97M-V/def2-TZVPD) of a molecular structure, C31H38BN7V.

Orbital gap (alpha / beta) = 7.780 / 8.616 eV
LUMO energy (alpha / beta) = -3.0 / -3.3 eV
Relative energy (zero: lowest compared OMol25 entry of this formula, charge and spin) = 3.8 kcal/mol
Charge = +1
Strongest force on any atom = 0.0465 Eh/bohr
E_HOMO (alpha / beta) = -10.82 / -11.89 eV
Spin multiplicity = 3

Cartesian coordinates (Å):
V  0.0070  -0.8904  0.3483
C  4.5901  -2.0335  -2.1493
C  3.2195  -1.5412  -1.7076
C  2.2906  -1.3950  -2.9247
C  2.6175  -2.4921  -0.7174
C  2.9512  -3.8272  -0.5032
C  2.0061  -4.3154  0.3836
N  1.1828  -3.3288  0.7224
N  1.5556  -2.1678  0.0541
B  -0.0974  -3.4016  1.6317
N  -0.0223  -2.2816  2.7010
C  -0.0308  -2.4432  4.0317
C  0.0503  -1.2070  4.6236
C  0.1151  -0.2822  3.5709
N  0.0609  -0.9310  2.3952
C  0.3003  1.2028  3.7660
C  1.6968  1.4816  4.3496
C  0.0920  2.0476  2.5175
N  -1.3814  -3.1818  0.7365
C  -2.3005  -4.0719  0.3635
C  -3.1721  -3.4736  -0.5372
C  -2.7132  -2.1686  -0.7022
N  -1.6326  -1.9845  0.0817
C  -3.2051  -1.0943  -1.6305
C  -4.5746  -1.4579  -2.1822
C  -2.2009  -0.8506  -2.7730
H  5.0422  -1.3145  -2.8350
H  4.5096  -2.9890  -2.6793
H  5.2687  -2.1653  -1.3020
H  3.3299  -0.5772  -1.2190
H  2.1636  -2.3652  -3.4130
H  2.7147  -0.7023  -3.6586
H  1.3042  -1.0312  -2.6569
H  3.7660  -4.3787  -0.9548
H  1.8742  -5.3068  0.8045
H  -0.1570  -4.4834  2.1545
H  -0.0931  -3.4382  4.4574
H  0.0675  -0.9788  5.6860
H  -0.4386  1.4869  4.5132
H  2.4699  1.2403  3.6099
H  1.8944  0.8935  5.2490
H  1.7889  2.5415  4.6088
H  0.8256  1.7852  1.7528
H  0.2368  3.1029  2.7622
H  -0.9130  1.9375  2.0981
H  -2.2816  -5.0785  0.7690
H  -4.0302  -3.9322  -1.0170
H  -3.2857  -0.1728  -1.0638
H  -4.5177  -2.3524  -2.8117
H  -4.9538  -0.6425  -2.8002
H  -5.3009  -1.6430  -1.3850
H  -2.0182  -1.7762  -3.3268
H  -1.2497  -0.4785  -2.4049
H  -2.5930  -0.1056  -3.4725
N  -0.1020  0.7370  -0.1934
C  -0.1768  1.9580  -0.5740
C  -1.5330  2.5752  -0.7026
C  -2.6109  2.0502  0.0096
C  -3.8679  2.6285  -0.0758
C  -4.0618  3.7416  -0.8883
C  -2.9978  4.2675  -1.6076
C  -1.7367  3.6905  -1.5104
C  1.0451  2.8078  -0.7115
C  1.0869  4.0739  -0.1304
C  2.2591  4.8176  -0.1565
C  3.3953  4.3066  -0.7729
C  3.3545  3.0471  -1.3647
C  2.1839  2.3051  -1.3259
H  -2.4480  1.2009  0.6546
H  -4.6916  2.2242  0.4996
H  -5.0425  4.2013  -0.9547
H  -3.1443  5.1349  -2.2404
H  -0.9115  4.0987  -2.0860
H  0.2066  4.4711  0.3677
H  2.2855  5.7978  0.3091
H  4.3107  4.8926  -0.7988
H  4.2382  2.6437  -1.8516
H  2.1299  1.3421  -1.8103

Cartesian forces (eV/Å) of the 2 atoms listed first:
V 0.295 -0.665 0.173
C 0.242 0.004 -0.071

=====

The following is a DFT calculation (wB97M-V/def2-TZVPD) of C2H4ClN2P in the gas phase.

Orbital gap = 9.361 eV
LUMO energy = 0.1 eV
Relative energy (zero: lowest compared OMol25 entry of this formula, charge and spin) = 79.0 kcal/mol
Charge = 0
Strongest force on any atom = 0.0814 Eh/bohr
E_HOMO = -9.30 eV

Cartesian coordinates (Å):
Cl  -1.7083  -2.0753  -2.8368
N  -0.9108  -1.0455  -1.6222
P  -1.7361  -0.4794  -0.4678
N  -0.4529  0.4258  0.1141
C  0.2334  0.5959  1.3739
C  0.9387  0.4108  0.0600
H  0.5326  -0.1984  1.9450
H  0.3054  1.5618  1.8270
H  1.4844  1.3328  -0.2487
H  1.3135  -0.5285  -0.1445

Cartesian forces (eV/Å) of the 2 atoms listed first:
Cl 0.318 0.828 1.008
N 0.658 -2.291 -3.438

=====

charge of number 2 (C2H4ClN2P)?
0

=====

The highest strongest force on any atom belongs to which entry?
C2H4ClN2P

=====

Number 1 is which compound?
C31H38BN7V